# 1
This record from the Open Molecules 2025 dataset describes C2H6NO2PS in the gas phase in a non-equilibrium geometry. The level of theory is ωB97M-V/def2-TZVPD.

```
13
Properties=species:S:1:pos:R:3:forces:R:3:lowdin_charge:R:1
C -0.3339 -1.3878 0.2962 2.101 3.063 -0.976 -0.25
C -1.4863 1.1568 -0.5755 1.149 -1.019 -0.738 -0.13
N 0.7178 -0.7366 -0.0934 -3.422 -1.497 1.134 -0.37
O -2.5948 -1.1753 -1.1042 0.018 0.276 -0.110 -0.33
O -2.4838 -0.5856 1.3092 0.032 0.493 -0.517 -0.34
P 2.3343 -0.9586 -0.1307 1.416 -0.530 -1.804 0.76
S -1.8995 -0.5404 -0.0176 -0.020 -0.167 1.102 0.63
H -0.4707 -2.1860 1.0139 0.268 -0.442 0.018 0.10
H -2.3611 1.7591 -0.5643 -0.945 0.285 0.446 0.05
H -0.5999 1.7122 -0.2075 -0.666 -0.850 0.346 0.08
H -1.3127 0.9140 -1.6194 0.234 0.277 -0.276 0.05
H 2.7487 0.3689 -0.3388 -0.008 0.007 0.399 -0.11
H 2.8949 -1.2125 1.1043 -0.157 0.105 0.974 -0.13
```
Positions in Å, forces in eV/Å.

## Properties
Calculated total energy: -27877.8013 eV
Energy above the lowest of the compared OMol25 structures with the same formula, charge and spin: 4.129 eV
SMILES string: CS(=O)(=O)/C=N/P
HOMO-LUMO gap: 9.1558 eV
HOMO: -9.36 eV


# 2
This record from the Open Molecules 2025 dataset describes 2 unconnected molecules or ions with the total composition C2H6NO2S. The level of theory is ωB97M-V/def2-TZVPD.

```
12
Properties=species:S:1:pos:R:3:forces:R:3:lowdin_charge:R:1
C -1.6372 0.6253 2.1918 0.096 0.151 -0.196 -0.56
S -1.9116 -0.3402 0.6685 0.241 0.114 0.114 0.46
H -0.6760 1.1258 2.0725 0.024 -0.028 0.145 0.01
H -2.3933 1.4008 2.3201 -0.096 -0.082 -0.009 0.00
H -1.6090 0.0031 3.0853 -0.008 -0.040 0.006 0.00
H -0.4720 -0.1826 0.2837 -0.365 -0.114 -0.024 -0.12
N 2.6235 -0.5410 -1.2416 0.269 0.102 0.082 0.09
C 1.3646 0.0943 -1.0088 0.316 -0.589 -0.454 -0.80
O 0.9419 -0.0737 0.1819 -0.085 0.146 0.072 -0.14
O 0.8469 0.6856 -1.9546 -0.141 0.280 0.072 -0.04
H 2.7543 -1.3619 -0.6848 0.023 -0.167 0.389 0.05
H 2.8544 -0.7180 -2.2041 -0.273 0.228 -0.197 0.06
```
Positions in Å, forces in eV/Å.

## Properties
Calculated total energy: -18593.7368 eV
Energy above the lowest of the compared OMol25 structures with the same formula, charge and spin: 0.501 eV
Charge: -1
HOMO-LUMO gap: 7.9488 eV
HOMO: -4.07 eV


# 3
This record from the Open Molecules 2025 dataset describes 2 unconnected molecules or ions with the total composition C2H6NO2S in a non-equilibrium geometry. The level of theory is ωB97M-V/def2-TZVPD.

```
12
Properties=species:S:1:pos:R:3:forces:R:3:lowdin_charge:R:1
C 3.1411 -0.5865 -0.2734 2.641 -1.064 2.004 0.13
C -1.7670 -0.3047 0.0445 0.420 0.250 -0.134 -0.51
N -1.2417 0.8750 0.3043 -2.029 -0.700 -0.104 0.08
O 2.1176 -0.3486 0.3208 -1.905 -0.271 1.881 -0.04
O 0.9658 -0.1126 -0.3548 0.105 0.497 -0.871 -0.19
S -3.4769 -0.4564 -0.0475 0.356 2.053 0.914 0.90
H 3.2340 -0.4195 -1.2931 0.107 0.008 -1.990 0.11
H 3.9185 -0.9944 0.4378 -0.489 0.763 -1.210 0.16
H -1.0985 -1.2318 -0.1651 -1.088 1.981 0.360 0.14
H -1.9197 1.6591 0.5075 1.590 -1.018 -0.408 0.14
H -0.2322 0.9656 0.1547 0.523 -0.002 0.351 0.07
H -3.6411 0.9547 0.3642 -0.231 -2.498 -0.793 0.00
```
Positions in Å, forces in eV/Å.

## Properties
Calculated total energy: -18579.4274 eV
Energy above the lowest of the compared OMol25 structures with the same formula, charge and spin: 3.902 eV
Charge: +1
HOMO-LUMO gap: 9.9317 eV
HOMO: -14.26 eV


# 4
This record from the Open Molecules 2025 dataset describes a molecular structure, C2H6NO2S in a non-equilibrium geometry. The level of theory is ωB97M-V/def2-TZVPD.

```
12
Properties=species:S:1:pos:R:3:forces:R:3:lowdin_charge:R:1
C 0.0780 0.4455 0.4576 0.869 2.811 2.415 -0.29
C 0.0379 -0.2600 -0.8222 1.072 -1.478 -1.362 -0.02
N -0.1644 -1.7863 -0.6027 -2.212 0.193 -1.249 0.21
O 0.0964 0.0415 1.5812 -0.262 0.691 -2.636 0.14
O 0.3160 2.2225 0.1553 -0.964 -4.240 0.286 -0.58
S 0.7535 2.8444 1.5708 2.871 0.272 -0.431 0.85
H 1.0369 -0.2276 -1.2869 -0.461 0.673 0.030 0.17
H -0.7412 0.1142 -1.4765 0.093 0.113 -0.151 0.15
H -0.1570 -1.8925 0.4039 0.768 -0.976 0.580 0.15
H 0.2397 -2.5170 -1.2402 1.140 1.072 1.162 0.21
H -1.1285 -2.0199 -0.8651 -0.470 0.499 0.432 0.17
H -0.3674 3.0351 2.1249 -2.445 0.370 0.924 -0.16
```
Positions in Å, forces in eV/Å.

## Properties
Calculated total energy: -18581.6331 eV
Energy above the lowest of the compared OMol25 structures with the same formula, charge and spin: 1.697 eV
Charge: +1
HOMO-LUMO gap: 7.9403 eV
HOMO: -12.39 eV


# 5
This record from the Open Molecules 2025 dataset describes a molecular structure, C2H6NO2Si in a non-equilibrium geometry. The level of theory is ωB97M-V/def2-TZVPD.

```
12
Properties=species:S:1:pos:R:3:forces:R:3:lowdin_charge:R:1
C -1.5874 -0.2079 -0.4443 0.378 -1.712 -0.122 -0.90
C 1.3250 -1.9386 -0.1165 0.872 2.797 -1.659 0.10
N -0.2851 0.0123 -0.1040 1.617 -0.726 0.116 -0.05
O -2.1179 0.9474 -0.3548 -0.810 0.264 -0.142 -0.08
O -1.9935 -1.3347 -0.7427 -0.824 0.503 -0.138 -0.05
Si 0.0342 1.6013 0.3559 -1.641 2.094 0.267 0.39
H 2.0589 -1.2066 -0.5858 -1.113 -1.360 0.836 0.02
H 1.4489 -2.3560 0.8236 0.508 -0.306 1.766 -0.05
H 0.5386 -2.3453 -0.6714 -0.906 -0.365 -1.066 -0.04
H -0.5588 2.2382 1.5493 -0.371 -0.482 0.681 -0.11
H -0.2490 2.8509 -0.4397 0.381 -0.496 -0.665 -0.09
H 1.3861 1.7390 0.7304 1.908 -0.212 0.123 -0.14
```
Positions in Å, forces in eV/Å.

## Properties
Calculated total energy: -15631.9714 eV
Energy above the lowest of the compared OMol25 structures with the same formula, charge and spin: 3.176 eV
Charge: -1
HOMO-LUMO gap (spin up / spin down): 8.6232 / 7.8345 eV
HOMO (spin up / spin down): -5.07 / -4.61 eV


# 6
This record from the Open Molecules 2025 dataset describes 2 unconnected molecules or ions with the total composition C2H6NO3P in a non-equilibrium geometry. The level of theory is ωB97M-V/def2-TZVPD.

```
13
Properties=species:S:1:pos:R:3:forces:R:3:lowdin_charge:R:1
C 1.5993 1.1258 0.1533 -0.293 0.346 -0.920 0.03
C -2.4847 -0.5710 -0.3108 1.002 0.821 1.165 -0.33
N 2.0260 -0.1815 -0.3809 0.171 1.034 -1.060 -0.42
O -0.6203 -0.4967 1.4137 0.831 -0.083 1.110 -0.54
O 3.2145 -0.4433 -0.3810 -0.715 -0.116 0.187 0.08
O 1.1383 -0.8493 -0.8609 0.108 -1.051 -0.424 -0.02
P -1.1718 -1.5752 0.5714 -0.809 0.952 -0.451 0.84
H 2.0001 1.9861 -0.3746 0.454 -0.382 0.030 0.11
H 1.8333 1.0429 1.1409 1.569 0.452 2.817 0.07
H 0.5502 1.1994 0.2632 -1.214 -0.310 -0.872 0.06
H -2.5118 0.4506 0.3150 0.085 -2.153 -1.982 0.08
H -2.1673 -0.5720 -1.3845 -0.609 0.531 0.751 0.03
H -3.4057 -1.1158 -0.1647 -0.579 -0.041 -0.351 -0.01
```
Positions in Å, forces in eV/Å.

## Properties
Calculated total energy: -19088.8243 eV
Energy above the lowest of the compared OMol25 structures with the same formula, charge and spin: 5.402 eV
SMILES string: C[N+](=O)[O-].CP=O
HOMO-LUMO gap: 8.8382 eV
HOMO: -9.28 eV


# 7
This record from the Open Molecules 2025 dataset describes 3 unconnected molecules or ions with the total composition C2H6NO5 in a non-equilibrium geometry. The level of theory is ωB97M-V/def2-TZVPD.

```
14
Properties=species:S:1:pos:R:3:forces:R:3:lowdin_charge:R:1
O -2.7252 -2.1340 -1.8365 -0.068 0.055 -0.167 -0.01
C -2.7176 -0.9321 -1.6578 -0.017 -0.341 0.109 -0.42
N -1.7816 -0.2002 -1.0287 0.317 0.639 -0.368 0.09
C -0.3378 -0.5431 -0.6875 -1.144 -1.355 0.568 -0.74
O 0.1452 -1.4186 -1.3949 0.426 0.536 -0.010 -0.01
O 0.0163 0.0317 0.3542 0.563 0.753 -0.200 -0.06
H -3.5854 -0.3148 -1.9803 0.023 0.059 0.050 0.11
H -2.0144 0.7732 -0.9022 -0.017 -0.089 0.132 0.10
H 3.5750 -1.8228 1.7097 -0.342 0.715 -0.109 0.04
H 4.5540 -0.7370 2.3736 -0.619 0.589 -0.250 0.02
O 4.3959 -1.6490 2.1665 0.907 -1.290 0.324 -0.06
H 0.2559 2.3020 1.2469 0.061 -0.192 0.654 0.02
H 0.0248 3.3709 0.3536 -0.178 0.770 -0.780 0.01
O 0.1949 3.2735 1.2833 0.089 -0.850 0.046 -0.08
```
Positions in Å, forces in eV/Å.

## Properties
Calculated total energy: -13901.2953 eV
Energy above the lowest of the compared OMol25 structures with the same formula, charge and spin: 1.408 eV
Charge: -1
HOMO-LUMO gap: 8.7337 eV
HOMO: -5.19 eV


# 8
This record from the Open Molecules 2025 dataset describes 2 unconnected molecules or ions with the total composition C2H6NOS2 in a non-equilibrium geometry. The level of theory is ωB97M-V/def2-TZVPD.

```
12
Properties=species:S:1:pos:R:3:forces:R:3:lowdin_charge:R:1
C 1.5650 -0.1949 -0.8790 -1.581 1.083 -2.887 -0.52
C -0.2797 -0.3599 0.6000 0.328 -4.069 2.868 -0.75
N -1.6014 0.2327 0.1527 1.449 -1.942 -1.013 0.16
O 0.4393 -0.9672 -0.4185 -0.923 0.071 0.256 -0.18
S 1.1539 1.4749 -0.5697 -0.264 1.752 1.198 0.69
S 0.5619 0.9772 1.4654 0.624 -0.321 -1.693 0.70
H 2.4092 -0.3987 -0.3531 2.415 -1.219 1.548 0.05
H 1.8191 -0.2016 -2.0288 -1.045 -0.687 2.116 0.16
H -0.6848 -1.5789 1.7643 0.976 3.162 -3.018 0.30
H -1.9523 0.4418 1.0504 -1.354 1.190 0.884 0.12
H -2.2170 -0.4078 -0.3598 0.203 0.097 -0.026 0.18
H -1.2133 0.9825 -0.4237 -0.828 0.884 -0.231 0.09
```
Positions in Å, forces in eV/Å.

## Properties
Calculated total energy: -27368.8420 eV
Energy above the lowest of the compared OMol25 structures with the same formula, charge and spin: 2.307 eV
Charge: +1
HOMO-LUMO gap: 9.2621 eV
HOMO: -13.93 eV


# 9
This record from the Open Molecules 2025 dataset describes C2H6NP in the gas phase in a non-equilibrium geometry. The level of theory is ωB97M-V/def2-TZVPD.

```
10
Properties=species:S:1:pos:R:3:forces:R:3:lowdin_charge:R:1
C 0.7722 0.2251 0.8737 -1.866 3.252 2.205 -0.42
C -0.7331 -0.8603 -0.7054 -2.615 1.501 -1.981 -0.18
N -0.4096 0.3364 0.0545 -0.991 -0.256 0.093 -0.46
P 0.7825 1.5024 -0.4475 0.088 -0.045 0.313 0.85
H 0.6520 0.6111 1.9835 0.384 -1.128 -2.342 0.11
H 1.3286 -0.5993 0.6678 1.846 -2.327 -0.077 0.01
H -1.6215 -0.8602 -1.4618 1.302 1.299 1.162 0.11
H 0.0106 -1.2678 -1.2969 2.215 -0.716 -1.050 0.04
H -1.1122 -1.6126 -0.1126 -0.337 -1.589 2.097 0.04
H 0.3305 2.5253 0.4449 -0.025 0.008 -0.419 -0.10
```
Positions in Å, forces in eV/Å.

## Properties
Calculated total energy: -12947.9030 eV
Energy above the lowest of the compared OMol25 structures with the same formula, charge and spin: 0.829 eV
SMILES string: CN1CP1
HOMO-LUMO gap: 9.8871 eV
HOMO: -8.86 eV


# 10
This record from the Open Molecules 2025 dataset describes 2 unconnected molecules or ions with the total composition C2H6NS in a non-equilibrium geometry. The level of theory is ωB97M-V/def2-TZVPD.

```
10
Properties=species:S:1:pos:R:3:forces:R:3:mulliken_spin:R:1
C -0.0180 1.0021 0.5474 1.422 -0.127 1.736 0.44
C -0.9653 0.2505 -0.0716 -2.109 0.638 -3.151 0.17
N -1.3826 -0.9742 0.0292 0.937 -1.166 1.136 0.32
S 3.3307 -0.3200 0.1622 -0.563 -0.005 -1.051 1.07
H 0.0892 1.9404 0.0750 0.487 1.011 -0.039 0.03
H 0.5922 0.7538 1.4277 -0.474 -0.035 -0.523 0.02
H -1.4960 0.7822 -0.9512 0.817 -0.812 1.594 0.01
H -1.0336 -1.7551 0.5958 0.202 0.850 0.213 -0.01
H 2.8989 -0.4009 -1.1578 0.433 0.047 1.011 -0.03
H -2.0155 -1.2789 -0.6567 -1.152 -0.403 -0.928 -0.01
```
Positions in Å, forces in eV/Å.

## Properties
2S+1: 3
Calculated total energy: -14486.1729 eV
Energy above the lowest of the compared OMol25 structures with the same formula, charge and spin: 0.000 eV
Charge: +1
HOMO-LUMO gap (spin up / spin down): 10.2249 / 5.4822 eV
HOMO (spin up / spin down): -13.77 / -13.21 eV